(1)
# C15H18N4O3S

C15H18N4O3S in the gas phase (the ωB97M-V functional and the def2-TZVPD basis, OMol25).

The lowest unoccupied orbital energy is 0.73 eV. For the orbital gap, the calculation gives 8.638 eV. Its total energy is -1425.34339 a.u. As for the SMILES: CC(C)c1nc(SCC(=O)Nc2ccc3c(c2)OCCO3)n[nH]1. The calculation puts the energy above the lowest of the compared OMol25 structures with the same formula, charge and spin at 28.10 kcal per mole.

Geometry (Å):
C 1.88256 0.17001 -2.12408
H 1.85480 -0.02609 -1.05665
H 2.14785 1.21226 -2.28244
H 2.64486 -0.45930 -2.57705
C 0.51365 -0.12200 -2.73261
C 0.15988 -1.55643 -2.55460
N 0.46789 -2.32479 -1.53326
C -0.13332 -3.50609 -1.82076
N -0.77762 -3.51276 -2.96666
N -0.58424 -2.26251 -3.42941
H -0.99121 -1.98133 -4.30701
S -0.06420 -4.86303 -0.74932
C 0.72682 -4.02197 0.66341
H 1.78020 -3.87316 0.43069
H 0.62015 -4.71331 1.49969
C 0.00271 -2.71608 0.98099
O -1.20042 -2.63616 1.01720
N 0.86662 -1.70399 1.27525
C 0.57469 -0.35596 1.50456
C -0.72312 0.12548 1.60546
C -0.95192 1.48012 1.81017
C 0.12336 2.36298 1.94459
C 1.41876 1.87547 1.83249
C 1.64504 0.53383 1.60911
H 2.65906 0.17085 1.52476
H 2.23735 2.57035 1.92698
O -0.05556 3.70293 2.19297
C -1.35938 4.01214 2.63074
C -2.38960 3.30525 1.75090
H -3.40792 3.54357 2.06107
O -2.25209 1.90725 1.86637
H -2.24097 3.61109 0.70576
H -1.45940 5.09661 2.56766
H -1.49262 3.68834 3.67228
H -1.56758 -0.53567 1.51541
H 1.85159 -1.89482 1.15998
C -0.56846 0.74157 -2.07453
H -1.53903 0.56314 -2.53257
H -0.63689 0.50668 -1.01492
H -0.31866 1.79415 -2.18423
H 0.53639 0.09138 -3.80840

(2)
# C15H18NO3S

2 unconnected molecules or ions with the total composition C15H18NO3S at a distorted geometry (the ωB97M-V functional and the def2-TZVPD basis, OMol25).

Its charge is -1. The lowest unoccupied orbital energy is 2.68 eV. For the orbital gap, the calculation gives 5.889 eV. Its total energy is -1261.08738 a.u. The calculation puts the energy above the lowest of the compared OMol25 structures with the same formula, charge and spin at 0.00 kcal per mole.

Geometry (Å):
C 4.50725 -2.14431 -0.47779
C 3.17875 -2.08092 0.27394
C 2.33680 -0.80930 0.05746
O 1.17941 -0.87539 -0.31442
C 3.11561 0.48345 0.25754
C 4.44241 0.56835 -0.50152
S 5.62776 -0.75348 -0.21734
H 5.08296 -3.00868 -0.11789
H 4.35538 -2.27663 -1.55688
H 2.57106 -2.93247 -0.03959
H 3.37699 -2.17862 1.35155
H 2.47637 1.31763 -0.04889
H 3.31185 0.59774 1.33685
H 4.27301 0.67233 -1.58029
H 4.97881 1.46486 -0.16124
C -4.02290 1.54383 -2.86131
C -3.77214 2.40786 -1.78874
C -3.39736 1.89299 -0.54687
C -3.27801 0.51379 -0.36145
C -2.84247 -0.03621 0.97821
C -1.32994 -0.25900 1.12701
C -0.94651 -0.64788 2.54704
O -0.04088 0.34781 2.99829
C 0.27947 1.19640 1.94584
O 1.14256 2.05490 2.08764
N -0.44148 0.84040 0.83847
C -3.55489 -0.35191 -1.42516
C -3.91176 0.15927 -2.67598
H -4.31027 1.94612 -3.83268
H -3.86919 3.48678 -1.91100
H -3.16971 2.54590 0.29403
H -3.18283 0.63215 1.78586
H -3.30882 -1.02020 1.12528
H -1.02691 -1.05544 0.42021
H -1.80249 -0.66558 3.23342
H -0.44961 -1.62632 2.51552
H -3.47293 -1.42582 -1.25313
H -4.10538 -0.52440 -3.50197

(3)
# C15H18NRuSSe

A molecular structure, C15H18NRuSSe (the ωB97M-V functional and the def2-TZVPD basis, OMol25).

Its charge is +1. The lowest unoccupied orbital energy (spin up / spin down) is -5.18 / -5.19 eV. For the orbital gap (spin up / spin down), the calculation gives 6.632 / 6.631 eV. Its total energy is -3531.37509 a.u. The calculation puts the energy above the lowest of the compared OMol25 structures with the same formula, charge and spin at 10.20 kcal per mole.

Geometry (Å):
Ru 0.70531 0.79094 0.55792
S 0.17297 2.62342 -0.71977
C -1.36370 1.73601 -0.71111
C -2.62632 2.14662 -1.08315
C -3.66313 1.23268 -0.93504
C -3.42088 -0.02912 -0.40033
C -2.13608 -0.35513 -0.01978
N -1.14052 0.51224 -0.19992
H -2.78524 3.14187 -1.47365
H -4.66725 1.50783 -1.23102
H -4.21714 -0.74826 -0.27567
H -1.87396 -1.31262 0.41009
Se 1.94962 -0.76784 -0.42985
C 1.21654 -1.39547 -2.06602
C 0.26487 -0.68702 -2.79420
C -0.16834 -1.19973 -4.00635
C 0.34038 -2.40293 -4.47952
C 1.29291 -3.09825 -3.74905
C 1.74154 -2.59724 -2.53583
H -0.10342 0.26099 -2.44182
H -0.89758 -0.65253 -4.58914
H -0.00092 -2.79557 -5.42867
H 1.69267 -4.03104 -4.12388
H 2.49083 -3.13324 -1.96746
C 1.30924 0.61230 4.75482
C 0.95531 1.10859 3.35453
C 2.21763 1.66737 2.67582
C 0.37026 0.02495 2.45902
H 1.70524 1.42759 5.36364
H 2.06971 -0.16959 4.69329
H 0.43972 0.20050 5.26835
H 0.22796 1.91869 3.43741
H 2.99593 0.91497 2.54697
H 2.62406 2.47444 3.28605
H 2.01714 2.17346 1.71381
H -0.68145 -0.20130 2.62376
H 0.94609 -0.89860 2.51574

(4)
# C15H18O

2 unconnected molecules or ions with the total composition C15H18O at a distorted geometry (the ωB97M-V functional and the def2-TZVPD basis, OMol25).

The lowest unoccupied orbital energy is 0.84 eV. For the orbital gap, the calculation gives 9.529 eV. Its total energy is -657.59323 a.u. As for the SMILES: CCc1ccc(O)cc1.Cc1ccccc1. The calculation puts the energy above the lowest of the compared OMol25 structures with the same formula, charge and spin at 14.96 kcal per mole.

Geometry (Å):
C -0.35470 2.22543 -1.17305
C 1.65515 -0.37718 -3.92704
C 0.89556 -0.94770 -2.91793
C 1.65816 0.99218 -4.12380
C 0.30655 -0.11577 -1.97344
C 1.02775 1.79051 -3.17034
C 0.23883 1.25830 -2.14779
H 2.23578 -1.00771 -4.58987
H 0.80291 -2.01950 -2.81647
H 2.24218 1.53637 -4.85359
H -0.22334 -0.54050 -1.12238
H 1.06597 2.86590 -3.31780
H -1.14834 1.85748 -0.52276
H -0.68638 3.13334 -1.66493
H 0.44470 2.51559 -0.48109
C 1.26218 -1.93759 2.92744
C 2.37705 -1.73179 1.86466
C 0.07219 -1.09171 2.53477
C 0.04458 0.27605 2.77260
C -0.94636 -1.70429 1.82710
C -1.08483 0.95628 2.32381
C -2.03034 -0.98800 1.30461
C -2.14008 0.33547 1.70964
O -3.24966 1.09497 1.41040
H 1.02858 -3.00152 2.87579
H 1.57166 -1.71857 3.93737
H 2.94493 -0.81495 2.04137
H 0.93211 0.80429 3.02640
H -0.99563 -2.76089 1.58581
H -1.14990 2.02541 2.49143
H -2.77375 -1.41770 0.64989
H -4.01229 0.56724 1.57226
H 1.88037 -1.64648 0.92779
H 3.12458 -2.52409 1.83865

(5)
# C15H18O

2 unconnected molecules or ions with the total composition C15H18O at a distorted geometry (the ωB97M-V functional and the def2-TZVPD basis, OMol25).

Its charge is +1. The lowest unoccupied orbital energy (spin up / spin down) is -3.61 / -7.17 eV. For the orbital gap (spin up / spin down), the calculation gives 7.999 / 4.429 eV. Its total energy is -657.30833 a.u. Its expectation value of S² is 0.77. The calculation puts the energy above the lowest of the compared OMol25 structures with the same formula, charge and spin at 12.37 kcal per mole. The spin multiplicity is 2.

Geometry (Å):
C 4.91993 -1.61866 0.53618
C 1.08158 -0.23512 -0.87873
C 1.28206 -1.57099 -0.53074
C 2.07878 0.67122 -0.52895
C 2.51304 -2.00906 -0.08505
C 3.28108 0.25184 -0.01442
C 3.55099 -1.10415 0.16318
H 0.25401 0.01427 -1.52447
H 0.55255 -2.34107 -0.76105
H 1.83440 1.72362 -0.57115
H 2.71095 -3.06369 0.10810
H 3.99948 0.96752 0.35030
H 4.96225 -2.69274 0.41671
H 5.14824 -1.40748 1.58729
H 5.67696 -1.14014 -0.08948
C -1.96660 2.18545 1.30003
C -2.85968 2.01270 2.52197
C -2.17933 1.15934 0.24585
C -2.26457 -0.21461 0.54662
C -1.99773 1.54447 -1.13134
C -2.39997 -1.12303 -0.45694
C -2.27330 0.69207 -2.14233
C -2.41785 -0.69203 -1.80676
O -2.48680 -1.52248 -2.81310
H -2.00252 3.20101 0.91966
H -0.91657 2.04922 1.59977
H -3.88502 2.25816 2.26712
H -2.09998 -0.58876 1.54979
H -1.53946 2.51517 -1.23227
H -2.38449 -2.15843 -0.13693
H -2.24911 0.98187 -3.18851
H -2.48412 -2.45931 -2.54844
H -2.60046 2.68357 3.34212
H -2.83878 1.03026 2.98596

(6)
# C15H19AsIrN4O6S

A molecular structure, C15H19AsIrN4O6S at a distorted geometry (the ωB97M-V functional and the def2-TZVPD basis, OMol25).

Its charge is +1. The lowest unoccupied orbital energy (spin up / spin down) is -4.42 / -4.52 eV. For the orbital gap (spin up / spin down), the calculation gives 7.617 / 7.567 eV. Its total energy is -3991.47970 a.u. The calculation puts the energy above the lowest of the compared OMol25 structures with the same formula, charge and spin at 45.06 kcal per mole.

Geometry (Å):
Ir -0.60965 -0.65916 0.23486
O -3.24117 2.30363 2.33726
As -1.73203 1.42153 2.43711
O -0.59955 2.34978 3.11740
O -1.53460 0.96558 0.74849
C -2.40324 -0.16710 3.32939
C -3.69837 -0.10976 3.83885
C -4.21610 -1.18095 4.55522
C -3.45441 -2.31584 4.78719
C -2.16897 -2.40238 4.27946
C -1.65771 -1.33453 3.55253
S -0.12207 -1.62114 2.74888
O 0.30478 -0.30273 2.17578
O 0.78454 -2.30173 3.59151
O -0.52834 -2.41045 1.50234
H -3.03431 3.24333 2.43950
H -4.28668 0.78253 3.68402
H -5.22240 -1.11799 4.94912
H -3.85686 -3.13348 5.37023
H -1.55317 -3.27647 4.44845
C -5.36104 -2.75585 0.75510
C -4.36394 -1.89771 0.05643
C -4.52920 -0.84911 -0.83140
C -3.25076 -0.40360 -1.17026
N -2.34626 -1.17383 -0.54416
N -3.04552 -2.06210 0.21286
C -2.85569 0.71334 -2.07077
H -6.34700 -2.60251 0.32488
H -5.40292 -2.49863 1.81475
H -5.10487 -3.81205 0.67200
H -5.46352 -0.45362 -1.19206
H -2.54857 -2.71087 0.80636
H -3.71317 1.05291 -2.64556
H -2.06475 0.39957 -2.75347
H -2.47977 1.54557 -1.47752
C 0.74023 -3.97060 -3.90293
N 0.76840 -2.79636 -3.03183
C 1.65009 -1.74263 -3.11317
C 1.32019 -0.87863 -2.12265
N 0.23229 -1.39217 -1.45223
C -0.06583 -2.55300 -2.01693
H 1.63756 -3.97114 -4.51309
H -0.13287 -3.93962 -4.55041
H 0.71802 -4.87531 -3.30110
H 2.43006 -1.70370 -3.85293
H 1.76717 0.06364 -1.85691
H -0.86772 -3.20837 -1.72274

(7)
# C15H19BF2N4O6

2 unconnected molecules or ions with the total composition C15H19BF2N4O6 (the ωB97M-V functional and the def2-TZVPD basis, OMol25).

The lowest unoccupied orbital energy is -0.59 eV. For the orbital gap, the calculation gives 8.338 eV. Its total energy is -1478.20726 a.u.

Geometry (Å):
C 3.74440 1.07993 1.70805
C 2.92385 2.35857 1.89345
O 1.54401 2.18891 1.55515
C 1.32935 2.15825 0.17321
N -0.02369 1.69005 -0.05689
C -1.13887 2.62979 -0.01025
C -0.89286 3.83869 0.89039
O -2.09044 4.59852 0.98005
C -0.16695 0.37324 -0.27361
N 0.87628 -0.48371 -0.27234
C 0.34403 -1.66752 -0.56372
N -0.96492 -1.58899 -0.72869
N -1.33760 -0.27369 -0.54384
C -2.71325 0.09459 -0.69837
C -3.16742 0.45516 -1.95028
C -4.49800 0.79657 -2.10110
C -5.35406 0.75355 -1.01333
C -4.88721 0.36815 0.23275
C -3.56100 0.02472 0.39556
H 3.98885 0.62674 2.66442
H 4.66025 1.26780 1.14949
H 3.17107 0.34554 1.13998
H 2.91754 2.66976 2.93651
H 3.33858 3.18999 1.31454
H 1.42979 3.15817 -0.26423
H 2.02689 1.49760 -0.34072
H -2.02043 2.14255 0.39363
H -1.38510 2.97847 -1.02079
H -0.66381 3.50761 1.89903
H -0.07949 4.46562 0.52006
H -2.30847 4.95138 0.11133
H 0.86109 -2.62638 -0.64768
H -1.61084 -2.33591 -0.92948
H -2.49133 0.48779 -2.79504
H -4.86758 1.09328 -3.07328
H -6.39610 1.01803 -1.12862
H -5.54765 0.33023 1.08836
H -3.17308 -0.27611 1.35943
B 4.31423 -4.99038 -0.54158
O 3.75024 -6.34306 -0.21438
C 2.44047 -6.32058 -0.20063
O 1.68804 -7.22493 0.02915
C 2.00380 -4.87785 -0.53449
O 0.85865 -4.47509 -0.59748
O 3.05837 -4.14747 -0.72395
F 5.02233 -5.01730 -1.71890
F 5.04800 -4.49030 0.50908

(8)
# C15H19BI2N6O4PtS2

A molecular structure, C15H19BI2N6O4PtS2 (the ωB97M-V functional and the def2-TZVPD basis, OMol25).

Its charge is +2. The lowest unoccupied orbital energy is -7.19 eV. For the orbital gap, the calculation gives 7.009 eV. Its total energy is -2748.01053 a.u. The calculation puts the energy above the lowest of the compared OMol25 structures with the same formula, charge and spin at 9.94 kcal per mole.

Geometry (Å):
Pt 0.25560 -1.30504 0.43760
C -3.01749 -1.49765 2.29009
N -2.55656 -0.18853 2.72774
C -3.36646 0.87403 3.06341
C -2.54792 1.86921 3.47961
N -1.24988 1.42882 3.37248
B 0.00750 2.26415 3.72159
N 0.43706 3.17322 2.44887
C 1.20297 4.25469 2.67837
C 1.34750 4.94809 1.49865
N 0.66189 4.27621 0.55606
C 0.48202 4.76313 -0.81561
C 0.11477 3.16546 1.13807
S -0.88554 2.03280 0.35118
C -1.27730 0.17570 2.90662
S 0.13831 -0.80066 2.66906
H -4.06151 -1.60827 2.56861
H -2.42974 -2.26493 2.78842
H -2.91793 -1.59798 1.20936
H -4.43880 0.81007 3.00958
H -2.77925 2.84409 3.87110
H -0.28716 3.05913 4.56497
H 0.93908 1.57299 3.99728
H 1.57197 4.48952 3.66193
H 1.86109 5.87093 1.28897
H 0.32953 5.83765 -0.77136
H -0.38674 4.28684 -1.25539
H 1.36115 4.53093 -1.40827
I 3.63650 -3.21156 1.48467
C 1.86663 -3.85073 2.41839
I 0.14769 -3.74986 1.13538
H 1.62512 -3.22594 3.27100
H 1.94695 -4.89691 2.69540
C 1.05973 -3.91965 -2.33388
C 1.09371 -2.44372 -2.47750
N 0.75744 -1.51423 -1.59467
C 0.98478 -0.29038 -2.20000
C 1.45756 -0.48771 -3.46903
N 1.51108 -1.83593 -3.60708
C 1.89211 0.33127 -4.65597
O 1.83383 1.64455 -4.56358
O 2.27596 -0.26337 -5.62009
C 0.69668 0.96459 -1.53295
O 0.83458 2.05931 -1.99350
O 0.20592 0.77364 -0.24712
H 0.05607 -4.26159 -2.08515
H 1.74542 -4.24009 -1.55030
H 1.36109 -4.39124 -3.26676
H 1.82913 -2.27269 -4.46650
H 1.48869 1.94364 -3.70242